A 2-piece molecular cluster, C2H2N3O2 overall at a distorted geometry, computed with ωB97M-V/def2-TZVPD.

```
9
Properties=species:S:1:pos:R:3:forces:R:3:nbo_charge:R:1
C -1.515 -0.646 -0.384 1.05 -0.71 -0.49 0.342
C 1.377 2.113 1.820 0.04 -0.49 -1.38 0.800
N 1.064 1.223 1.054 -0.16 -0.65 -0.44 -0.282
N 0.700 0.384 0.236 0.41 0.68 0.93 -0.119
N -1.112 -1.417 -1.121 0.07 1.58 1.26 0.136
O 1.811 3.057 2.312 0.23 0.83 1.17 -0.348
O -0.910 -2.278 -1.977 -2.11 -2.26 -1.84 -0.404
H -1.369 0.087 0.383 -0.77 0.26 0.23 0.310
H -0.046 -2.524 -2.323 1.24 0.76 0.56 0.566
```
Positions in Å, forces in eV/Å.

Energy above the lowest of the compared OMol25 structures with the same formula, charge and spin   4.0327 eV
Charge   +1
LUMO level (alpha / beta)   -5.63 / -5.67 eV